1.
{
  "formula": "C37H51BrN2P2SSr",
  "method": "ωB97M-V/def2-TZVPD",
  "total_charge": 2,
  "lumo_energy_ev": [-6.76, -6.78],
  "species": ["N", "C", "C", "C", "C", "C", "C", "Sr", "P", "C", "C", "C", "C", "C", "C", "C", "Br", "H", "H", "H", "H", "H", "H", "H", "H", "H", "H", "P", "C", "C", "H", "H", "H", "H", "H", "C", "C", "H", "H", "H", "H", "H", "C", "C", "H", "H", "H", "H", "H", "C", "C", "H", "H", "H", "H", "H", "C", "C", "H", "H", "H", "H", "H", "C", "C", "H", "H", "H", "H", "H", "N", "S", "C", "C", "C", "C", "C", "C", "C", "C", "C", "C", "C", "C", "H", "H", "H", "H", "H", "H", "H", "H", "H", "H", "H"],
  "coordinates": [[-3.4502, 2.2731, -8.5493], [-2.1944, 1.9232, -8.8397], [-1.2813, 1.4352, -7.8933], [-1.6940, 1.2620, -6.5433], [-3.0319, 1.6520, -6.2661], [-3.8478, 2.1522, -7.2808], [-0.8871, 0.6794, -5.4584], [0.6309, -1.0794, -2.1852], [-1.1358, -3.7839, 3.1396], [-1.4355, -0.0486, -4.3993], [-1.5817, 0.4341, -3.0171], [-2.3448, -0.2137, -1.9891], [-2.5562, 0.3791, -0.7457], [-1.6746, 1.3907, -0.2994], [-0.7029, 1.8447, -1.2239], [-0.7910, 1.5356, -2.5794], [-0.2906, -1.3187, 0.5729], [0.2018, 0.7960, -5.5472], [-2.0745, -0.9367, -4.6630], [-0.2754, 1.2020, -8.2343], [-3.4378, 1.6240, -5.2542], [-1.9064, 2.0635, -9.8896], [-4.8611, 2.4854, -7.0302], [-2.8166, -1.1795, -2.1652], [-0.2058, 2.1057, -3.3048], [-3.3575, 0.0121, -0.0866], [0.1452, 2.4501, -0.8647], [-1.6176, 2.2668, 1.3250], [-0.6605, -4.4057, 1.4990], [-1.1829, -5.8377, 1.3231], [0.4404, -4.3879, 1.4537], [-1.0800, -3.7075, 0.7567], [-0.7408, -6.2838, 0.4280], [-0.9103, -6.4503, 2.1899], [-2.2724, -5.8840, 1.2228], [-2.7423, -2.9424, 2.9397], [-3.5459, -3.0168, 4.2506], [-3.2758, -3.4498, 2.1168], [-2.4850, -1.9121, 2.6534], [-4.5507, -2.6078, 4.1009], [-3.6445, -4.0560, 4.5949], [-3.0722, -2.4391, 5.0558], [0.0220, -2.5057, 3.7428], [1.0095, -3.1201, 4.7401], [-0.5554, -1.6849, 4.2116], [0.5143, -2.1779, 2.8155], [1.6623, -2.3561, 5.1735], [0.4800, -3.6131, 5.5661], [1.6572, -3.8630, 4.2618], [0.0498, 2.1008, 2.0408], [0.4910, 3.1258, 3.0965], [0.7329, 2.1058, 1.1757], [0.1176, 1.0580, 2.4075], [0.9936, 3.9859, 2.6267], [-0.3543, 3.5145, 3.6838], [1.2222, 2.6725, 3.7834], [-2.9607, 1.9027, 2.4912], [-4.2988, 1.9998, 1.7620], [-2.9037, 2.6467, 3.3082], [-2.7891, 0.8958, 2.9116], [-4.5804, 3.0560, 1.6774], [-4.2778, 1.5535, 0.7551], [-5.0669, 1.4921, 2.3520], [-2.0200, 4.0058, 0.8484], [-0.9917, 4.7281, -0.0105], [-2.1708, 4.5557, 1.7944], [-2.9855, 3.9752, 0.3040], [-1.0160, 4.4528, -1.0719], [-1.2116, 5.7996, 0.0054], [0.0381, 4.6059, 0.3436], [2.1004, 0.4794, -0.9339], [3.6513, 0.8771, -0.7695], [4.0399, 0.9275, 0.9874], [4.6835, -0.1337, 1.6335], [4.8473, -0.1022, 3.0189], [4.3798, 0.9904, 3.7531], [3.8012, 2.0870, 3.0978], [3.6354, 2.0599, 1.7123], [4.3151, -0.7440, -1.2163], [5.5529, -0.8316, -1.8710], [5.9746, -2.0845, -2.3399], [5.1795, -3.2174, -2.1235], [3.9944, -3.1265, -1.3871], [3.5473, -1.8763, -0.9352], [1.5532, 0.8483, -0.1487], [5.0694, -0.9762, 1.0557], [5.3606, -0.9324, 3.5136], [4.4451, 0.9897, 4.8371], [3.4836, 2.9612, 3.6690], [3.2007, 2.9110, 1.1784], [6.1350, 0.0848, -1.9987], [6.9277, -2.1722, -2.8580], [5.5040, -4.1878, -2.5017], [3.3987, -4.0044, -1.1291], [2.6092, -1.7653, -0.3542]],
  "atomic_forces_ev_per_a": [[0.0241, -0.1009, 0.4569], [0.3054, 0.0276, 0.2234], [-0.1630, 0.1802, 0.1429], [-0.6706, -1.1148, -0.8711], [0.2824, -0.1670, 0.1726], [0.2094, 0.0705, 0.0706], [0.2528, 0.2350, -0.5861], [0.2816, 0.0594, 0.7825], [-0.5544, -1.7911, 1.8928], [-1.5193, -0.9339, 0.1351], [1.3684, -0.4538, 0.9984], [-0.2173, 0.2417, -0.8336], [0.3385, 0.6195, 0.5542], [-0.0080, -0.0238, -0.4588], [-0.2046, 0.3458, 0.3578], [0.0467, -0.2541, 0.2082], [0.4690, 0.1190, -0.5226], [-0.2824, 1.0962, 0.5861], [-0.4403, 1.6544, 0.0296], [-0.1369, -0.0934, 0.2064], [0.2417, -0.1330, -0.2138], [0.0138, -0.1720, 0.5137], [0.3502, -0.1683, -0.2484], [-0.2553, 0.3517, -0.2764], [0.0279, -0.2476, 0.2113], [0.7205, -0.1560, -0.3803], [-0.7353, 0.0080, -0.4893], [-0.4817, 0.7253, -0.7595], [-0.1853, 0.3761, -0.4384], [0.2182, -0.0201, 0.0080], [-0.2813, 0.0615, -0.1376], [0.3856, -0.6169, -0.0597], [-0.1249, -0.0629, 0.0318], [-0.0332, 0.0790, -0.1990], [0.1455, 0.1138, 0.0330], [0.1585, 0.1336, -0.1079], [-0.1339, 0.1259, -0.2026], [0.1216, 0.3251, 0.2546], [-0.5686, 0.0204, -0.1340], [0.0770, -0.0384, 0.0923], [0.0742, 0.3248, -0.1447], [-0.0145, -0.1687, -0.1814], [0.2737, 0.0504, -0.5692], [0.0458, 0.1559, 0.1719], [0.2515, -0.2677, -0.3532], [0.1942, 0.4936, 0.7082], [-0.0162, -0.0120, -0.0466], [0.1226, 0.0782, -0.2532], [-0.1807, 0.0385, 0.0501], [0.2157, -0.6000, -0.3117], [-0.0483, 0.3449, 0.0501], [-0.1683, 0.1150, 0.3015], [-0.2195, 0.3869, -0.0821], [-0.2894, -0.2353, 0.1311], [0.3087, -0.1658, -0.0661], [-0.4763, 0.0946, -0.2572], [0.5554, -0.7852, -0.0450], [-0.4301, 0.2092, 0.0004], [0.1394, -0.3997, -0.3260], [-0.0689, 0.3695, -0.0849], [-0.1187, -0.3224, -0.1151], [-0.1135, 0.2614, 0.4953], [0.0718, 0.1061, -0.1584], [0.0899, -0.1989, 0.1101], [0.2804, 0.5221, -0.3753], [-0.0166, -0.2267, -0.3046], [0.4238, -0.1019, 0.4642], [-0.1030, -0.1492, 0.3408], [0.0683, -0.1129, 0.0945], [-0.1537, 0.0123, 0.0370], [-0.8803, 0.8316, 0.2209], [0.6829, -0.8063, -0.0105], [-0.0475, -0.1593, 0.6407], [-0.0292, 0.0370, -0.0876], [0.0439, 0.1625, -0.0326], [-0.1912, 0.0520, -0.3301], [0.1069, -0.2853, -0.1253], [0.0210, -0.1362, -0.2249], [0.7147, -0.0377, -0.3549], [-0.6320, -0.0904, 0.2102], [-0.2355, 0.1239, 0.2554], [0.1807, 0.0811, 0.0999], [-0.2312, 0.4907, 0.1524], [-0.1880, -0.2068, -0.1674], [0.3158, -0.3035, -0.2720], [-0.1876, 0.2611, 0.3275], [-0.2791, 0.3353, -0.1442], [0.1551, 0.0400, -0.1661], [0.1583, -0.2730, -0.1974], [0.1194, -0.2000, 0.2399], [-0.0394, -0.4178, -0.1469], [-0.2545, -0.0011, 0.0664], [-0.0504, 0.2967, 0.1259], [0.3075, 0.1267, -0.2053], [0.6996, -0.1600, -0.1974]]
}

2.
{
  "formula": "C16H16ClN5O3",
  "method": "ωB97M-V/def2-TZVPD",
  "smiles": "COC(=O)Cc1c(C)nc2nc(NCc3ccc(Cl)cc3)[nH]n2c1=O",
  "lumo_energy_ev": 0.35,
  "species": ["C", "O", "C", "O", "C", "C", "C", "C", "N", "C", "N", "C", "N", "C", "C", "C", "C", "C", "Cl", "C", "C", "N", "N", "C", "O", "H", "H", "H", "H", "H", "H", "H", "H", "H", "H", "H", "H", "H", "H", "H", "H"],
  "coordinates": [[3.6241, -0.8853, -5.6175], [2.3336, -0.9164, -5.0241], [2.2935, -0.7781, -3.6897], [3.2755, -0.6617, -3.0082], [0.8607, -0.7778, -3.2028], [0.7629, -1.0330, -1.7274], [1.0216, -2.2622, -1.1581], [1.4016, -3.4420, -1.9950], [0.9506, -2.5134, 0.1642], [0.6511, -1.5106, 0.9320], [0.5156, -1.4853, 2.2768], [0.2018, -0.2487, 2.5882], [0.0089, 0.1883, 3.8414], [-0.4950, 1.5125, 4.1391], [-1.7717, 1.8214, 3.3903], [-2.8299, 0.9200, 3.4157], [-3.9909, 1.1730, 2.7101], [-4.0994, 2.3420, 1.9709], [-5.5466, 2.6637, 1.0889], [-3.0556, 3.2532, 1.9348], [-1.8967, 2.9854, 2.6415], [0.1499, 0.5643, 1.4981], [0.4059, -0.2509, 0.4265], [0.4114, 0.0985, -0.9196], [0.1213, 1.2356, -1.2613], [4.2412, -1.6974, -5.2271], [4.1178, 0.0643, -5.4020], [3.4701, -1.0024, -6.6870], [0.4570, 0.2215, -3.3949], [0.2917, -1.4985, -3.7922], [0.6505, -3.6334, -2.7598], [2.3524, -3.2539, -2.4896], [1.4979, -4.3117, -1.3527], [0.0179, -0.5278, 4.5472], [0.2694, 2.2576, 3.8875], [-0.6723, 1.5638, 5.2156], [-2.7433, 0.0081, 3.9875], [-4.8082, 0.4699, 2.7303], [-3.1463, 4.1574, 1.3546], [-1.0839, 3.6974, 2.6131], [-0.2161, 1.4926, 1.3549]],
  "atomic_forces_ev_per_a": [[0.3581, 0.0304, 0.0500], [-0.3327, -0.0195, -0.1233], [-0.0916, 0.0099, -0.0470], [0.0774, 0.0013, 0.0185], [0.1013, -0.0131, 0.2850], [-0.0441, 0.0743, -0.1632], [-0.1536, 0.2974, -0.0308], [-0.0098, 0.0561, -0.0101], [0.1318, -0.4589, 0.3314], [-0.1457, 0.5859, -0.3894], [-0.0289, -0.1973, 0.5263], [0.2083, -0.1036, -0.5373], [-0.0677, 0.0284, 0.2823], [-0.0041, 0.1159, -0.0793], [-0.0803, 0.1329, -0.0008], [0.0393, 0.1443, -0.0332], [-0.0247, 0.0243, -0.0147], [0.2583, 0.0366, 0.1076], [-0.1551, 0.0300, -0.0972], [-0.2005, -0.0432, -0.0799], [0.0174, -0.1530, 0.2071], [0.0761, 0.1124, -0.0482], [0.1403, -0.6110, 0.4054], [-0.0306, -0.1630, -0.0290], [-0.0197, 0.3432, 0.0592], [-0.0268, 0.0716, -0.0583], [-0.0120, -0.0797, -0.0432], [-0.0046, 0.0034, 0.0482], [0.0004, -0.1139, -0.1115], [0.0017, 0.0691, -0.0291], [-0.0274, -0.0451, -0.1017], [0.1021, -0.0316, -0.0928], [0.0031, -0.0403, -0.0272], [0.0359, 0.0065, -0.0517], [-0.0955, 0.0031, 0.1062], [0.1146, -0.0025, -0.0872], [0.0030, -0.1277, 0.0407], [-0.0957, -0.0476, -0.0169], [-0.0375, 0.0711, -0.0737], [0.1127, 0.0785, -0.0129], [-0.0932, -0.0756, -0.0785]]
}

3.
{
  "formula": "C3H4N2O",
  "method": "ωB97M-V/def2-TZVPD",
  "de_lowest_ev": 0.594,
  "smiles": "O=C1CN=CN1",
  "lumo_energy_ev": 0.79,
  "species": ["O", "C", "C", "N", "C", "N", "H", "H", "H", "H"],
  "coordinates": [[-2.0439, 0.0112, -0.0302], [-0.8667, 0.0278, 0.0210], [0.1238, -1.1785, -0.0180], [1.4840, -0.6774, 0.0137], [1.3761, 0.6155, -0.0444], [0.0505, 1.1355, 0.0910], [-0.0775, -1.7221, 0.9505], [-0.0858, -1.7940, -0.8828], [2.2241, 1.3457, -0.1044], [-0.2510, 2.0857, -0.2057]],
  "atomic_forces_ev_per_a": [[-1.4941, 0.5018, 0.0494], [3.5556, -0.2003, -0.4002], [-0.9852, 0.2455, 2.1051], [-0.1301, 2.2907, -0.9116], [-0.3491, -0.4598, 0.5918], [-0.4915, -0.0456, -0.8815], [0.1494, 0.0583, -1.1354], [0.0512, -0.3146, -0.0326], [-0.8418, -0.9263, 0.1298], [0.5355, -1.1497, 0.4854]]
}

4.
{
  "formula": "C34H28AsCrN2O5S3Se",
  "method": "ωB97M-V/def2-TZVPD",
  "total_charge": -2,
  "de_lowest_ev": 2.069,
  "spin_multiplicity": 4,
  "lumo_energy_ev": [4.15, 4.15],
  "species": ["Cr", "C", "C", "N", "N", "C", "S", "S", "C", "C", "C", "C", "C", "C", "C", "C", "C", "C", "C", "C", "C", "O", "H", "H", "H", "H", "H", "H", "H", "H", "H", "H", "H", "H", "H", "H", "S", "C", "C", "C", "C", "C", "C", "As", "C", "C", "C", "C", "C", "C", "C", "C", "C", "C", "C", "C", "H", "H", "H", "H", "H", "H", "H", "H", "H", "H", "H", "H", "H", "H", "O", "Se", "O", "O", "O"],
  "coordinates": [[-0.1769, -0.3555, 0.0273], [-0.2121, 2.7015, 3.4951], [0.0853, 1.4292, 2.7374], [-0.3822, 1.3240, 1.4960], [-1.1840, 2.2902, 1.0939], [-1.4114, 2.4494, -0.1683], [-0.5619, 1.5300, -1.3719], [-2.6104, 3.6203, -0.6290], [-1.7694, 5.2125, -0.0447], [-0.6541, 5.5239, -0.9571], [0.6082, 4.9637, -0.7455], [1.6227, 5.1592, -1.6599], [1.4032, 5.9194, -2.7966], [0.1530, 6.4811, -3.0173], [-0.8696, 6.2725, -2.1145], [0.8425, 0.3961, 3.3528], [1.1883, 0.4207, 4.7181], [1.9392, -0.5809, 5.2934], [2.3813, -1.6548, 4.5283], [2.0678, -1.7187, 3.1865], [1.2724, -0.7343, 2.5805], [0.9809, -0.8359, 1.3333], [-0.3627, 3.5132, 2.7845], [0.6028, 2.9522, 4.1718], [-1.1325, 2.5934, 4.0708], [-1.4579, 5.0000, 0.9742], [-2.5501, 5.9703, -0.0622], [0.7741, 4.3489, 0.1279], [2.5910, 4.7098, -1.4888], [2.1953, 6.0589, -3.5177], [-0.0233, 7.0780, -3.9030], [-1.8607, 6.6645, -2.3079], [0.8204, 1.2156, 5.3536], [2.1558, -0.5463, 6.3560], [2.9606, -2.4446, 4.9882], [2.3836, -2.5525, 2.5754], [1.9578, -0.4479, -1.2752], [1.6120, -1.2062, -2.7959], [2.6827, -1.3485, -3.6931], [2.5391, -2.0153, -4.8867], [1.3136, -2.5713, -5.2336], [0.2414, -2.4280, -4.3692], [0.3567, -1.7384, -3.1657], [-1.1637, -1.4694, -1.9524], [-2.2508, -3.0804, -2.4030], [-3.0429, -3.0601, -3.5543], [-3.8362, -4.1385, -3.8970], [-3.8691, -5.2585, -3.0841], [-3.1018, -5.2857, -1.9321], [-2.2912, -4.2114, -1.5955], [-2.2880, -0.2597, -3.0338], [-1.8757, 0.4041, -4.1847], [-2.6589, 1.4088, -4.7253], [-3.8533, 1.7664, -4.1227], [-4.2814, 1.0978, -2.9867], [-3.5060, 0.0897, -2.4487], [3.6343, -0.9320, -3.3990], [3.3872, -2.1185, -5.5528], [1.2005, -3.1125, -6.1641], [-0.7175, -2.8712, -4.6202], [-3.0367, -2.1756, -4.1822], [-4.4381, -4.0935, -4.7954], [-4.5064, -6.0941, -3.3445], [-3.1452, -6.1479, -1.2815], [-1.7085, -4.2269, -0.6828], [-0.9104, 0.1609, -4.6189], [-2.3113, 1.9401, -5.6019], [-4.4360, 2.5866, -4.5199], [-5.2051, 1.3879, -2.5051], [-3.8060, -0.4060, -1.5267], [-3.1659, -2.9485, 1.1962], [-1.8715, -2.0229, 1.3451], [-0.6425, -2.6670, 0.4759], [-2.1416, -0.5551, 0.6179], [-1.5139, -1.8457, 2.8794]],
  "atomic_forces_ev_per_a": [[-0.5212, 1.8396, -2.3519], [0.1075, 0.0122, -0.0387], [-1.2373, 1.0194, -1.6127], [1.9296, -1.4021, 1.3490], [-1.9364, 2.3800, -0.1318], [1.3949, -1.5275, 0.6747], [-0.2713, 0.6889, 0.2009], [-0.3329, 1.4062, -0.1495], [-0.7370, -1.1779, 0.0130], [0.5447, -0.0127, -0.3938], [-0.3651, 0.1629, 0.1396], [0.2454, 0.0520, -0.1083], [-0.0370, 0.0486, -0.0241], [0.1329, 0.0627, -0.1573], [-0.0448, -0.0580, 0.3055], [0.7512, -1.1496, 0.1982], [-0.1030, 0.0158, -0.2704], [-0.1254, 0.2350, 0.5288], [-0.0586, -0.0236, -0.6580], [0.3036, -0.3588, 0.5929], [-0.4365, 0.6526, -0.1658], [1.8599, -0.8345, 2.2334], [0.0073, -0.0603, 0.1772], [-0.0149, -0.0248, 0.0286], [-0.0508, -0.0110, 0.0421], [0.0317, 0.1334, 0.0633], [-0.0369, 0.0151, 0.0458], [0.0083, -0.0674, 0.0724], [0.0237, -0.0781, -0.0085], [0.0818, 0.0326, -0.0552], [-0.0182, -0.0170, -0.0667], [-0.0295, 0.0670, -0.0068], [0.0291, 0.0807, -0.0354], [-0.0038, 0.0262, -0.0302], [0.0583, -0.0651, 0.0116], [-0.0445, -0.0022, -0.0802], [-0.3389, -0.0624, 0.1780], [-0.2251, 0.0118, 0.1924], [-0.0159, -0.0494, -0.1003], [0.0348, -0.0215, -0.0763], [-0.1066, -0.1102, -0.1465], [-0.2078, -0.0008, 0.0610], [0.1227, 0.0035, -0.0871], [0.0012, -0.6463, -1.8732], [-0.0264, 0.1634, 0.2327], [0.2787, 0.3683, 0.0561], [-0.0546, -0.0321, -0.1174], [-0.0567, -0.0444, 0.0218], [-0.0005, -0.1082, -0.0892], [0.2517, 0.1213, 0.2642], [-0.0129, 0.2063, 0.1776], [0.1819, -0.4188, 0.2280], [-0.0096, 0.0845, -0.1331], [-0.0091, 0.0995, -0.0971], [-0.0706, 0.0241, -0.0271], [0.1519, -0.3189, 0.2195], [0.1365, 0.0413, -0.0191], [0.0619, 0.0041, -0.0366], [-0.0358, -0.0332, -0.0354], [0.0845, 0.0192, -0.0799], [-0.0849, -0.1487, -0.0061], [-0.0391, -0.0072, -0.0572], [-0.0213, -0.0734, 0.0232], [0.0394, -0.0365, 0.0909], [-0.0438, 0.0299, -0.0175], [-0.0719, 0.0431, -0.0208], [-0.0021, 0.0454, -0.0572], [-0.0627, 0.0390, -0.0606], [-0.0640, 0.0021, 0.0588], [-0.0109, 0.0951, -0.0796], [-1.2423, -0.5979, -0.5030], [-1.4460, -1.8780, 0.7264], [0.5454, -0.2972, -0.4625], [0.5192, 0.8080, -0.3071], [0.7448, 0.6153, 1.6274]]
}

no.,DFT total energy (eV)
1,-142452.50047
2,-42968.07882
3,-8203.29168
4,-236041.90446